1.
114
Properties=species:S:1:pos:R:3:lowdin_charge:R:1 method="wB97M-V/def2-TZVPD" e_lumo_ev=1.9 e_tot_ha=-4992.60489 homo_ev=-5.1 de_lowest_kj_mol=179.7 charge=-1 homo_lumo_gap_ev=6.958 max_force_ev_per_a=2.8
Cs -0.55545 1.28190 -0.00653 1.199
As -1.31227 -1.04657 4.31456 1.106
O -4.57432 -2.72310 -1.07754 0.005
O -4.07102 -1.00930 -4.04653 0.019
O -1.07597 4.01866 0.24180 -0.284
O -0.41781 2.40120 2.20967 -0.494
N 1.59598 3.97707 -2.38040 0.120
N 0.93435 3.22762 -4.46788 0.122
N 2.62666 -0.38809 1.83964 0.155
N -1.47878 4.28958 1.40822 -0.061
N 1.76878 5.36268 -0.50836 -0.157
N 2.68016 -2.79814 0.10920 -0.144
N -1.14356 3.47237 2.34950 -0.281
N -0.68649 -0.84053 -3.21760 0.118
N 1.83071 2.98434 -0.32121 0.088
N -3.09882 -0.27690 0.81106 0.052
N 0.00930 -2.95940 -0.22848 0.128
N 0.33075 2.03871 -2.50768 -0.023
N 3.33870 -0.78512 -1.91457 0.124
N -3.15225 -1.12401 -1.93564 0.144
C -1.52367 3.37714 6.01904 -0.092
C -0.15563 -2.40394 3.50159 -0.320
C 4.60557 -1.57051 -4.24581 -0.089
C -5.46742 -0.44082 0.56059 -0.003
C 2.02453 -3.87569 0.80124 -0.141
C -2.99201 -1.99048 3.92380 -0.327
C 3.16900 -1.27943 4.41236 -0.096
C 0.51908 -1.02852 -3.74899 -0.141
C 3.83841 -2.25392 0.80969 -0.124
C 3.88803 0.11217 -2.72746 -0.130
C 0.89008 3.01319 -3.08356 -0.527
C 1.68384 4.05058 -0.98257 -0.479
C 2.78090 -3.09298 -1.31219 -0.128
C -2.73493 5.27223 5.19793 -0.102
C -1.62249 -2.09123 -5.02020 -0.010
C 3.67884 -1.94151 3.30678 -0.050
C -3.30030 0.53185 1.84750 -0.233
C 2.34728 -0.18934 4.20993 -0.093
C -1.74239 -1.35575 -3.83963 -0.185
C 0.84169 6.36207 -1.03283 -0.068
C 4.01966 -2.50379 -3.40836 -0.041
C -1.57969 3.83147 3.65849 -0.168
C 3.41153 -2.07248 -2.22902 -0.274
C -1.17198 -1.70602 6.18506 -0.346
C 1.93968 5.48057 0.92983 -0.069
C -4.55339 0.91271 2.29649 -0.065
C 4.55446 -0.23157 -3.89574 -0.072
C -3.13221 -1.16521 -3.26107 -0.475
C -5.66455 0.41378 1.62901 -0.068
C -0.36545 -2.29826 -5.55694 -0.074
C -2.38426 4.94902 3.89938 -0.029
C 2.10366 0.21802 2.90204 -0.130
C -1.31394 -2.85213 -0.34486 -0.098
C 0.51471 -3.85859 0.60884 -0.287
C -1.16490 3.03877 4.72357 -0.027
C 0.73586 -1.74318 -4.91621 -0.066
C -0.29386 -4.73557 1.32687 -0.073
C 3.37691 -1.47367 2.02992 -0.266
C -3.99159 -1.63233 -1.04966 -0.516
C -2.19698 -3.64093 0.37878 -0.044
C -1.67105 -4.61780 1.21196 -0.075
C -4.16372 -0.74990 0.16955 -0.192
C -2.30006 4.49779 6.26674 -0.114
H 1.89030 0.33090 5.04228 0.100
H 2.42144 -4.86670 0.50506 0.125
H 0.92992 4.18449 -4.78448 0.076
H -0.09147 -2.20374 2.43052 0.020
H -2.40499 0.88313 2.35048 0.038
H 3.38733 -1.63977 5.41060 0.104
H -0.16606 6.21255 -0.63032 0.081
H 5.09849 -1.88374 -5.15846 0.101
H -3.26347 -3.48822 0.27423 0.083
H -2.93800 -3.01556 4.29484 0.021
H 0.14997 -5.49410 1.96172 0.109
H -2.52218 -2.47113 -5.48347 0.112
H 2.78103 4.86620 1.24803 0.089
H -0.24275 -2.88724 -6.45821 0.098
H -2.56986 4.76556 7.28064 0.092
H 4.29721 -2.82193 3.43466 0.105
H -1.25255 -2.79398 6.21323 0.014
H 1.40585 1.02426 2.71517 0.075
H -0.56341 -3.40467 3.65023 0.024
H -0.15918 1.40168 -3.12718 0.017
H 4.02288 -3.55555 -3.66900 0.110
H -0.22561 -1.40730 6.63775 0.000
H -3.35654 6.13994 5.38141 0.096
H -1.18872 2.75743 6.84176 0.098
H 1.88616 4.79171 -2.88822 0.119
H 0.28474 2.64674 -4.97243 0.090
H -1.98253 -1.28307 6.78025 0.008
H 4.35875 -1.58629 0.13179 0.108
H -2.32294 -5.27418 1.77586 0.104
H 0.78316 6.32205 -2.11746 0.070
H -0.57302 2.15963 4.51609 0.073
H 1.74778 -3.21202 -1.65501 0.115
H -2.72579 5.54433 3.06805 0.098
H -3.84919 -1.49525 4.37934 0.019
H 3.30092 -4.05727 -1.47320 0.120
H 1.78648 3.08275 0.68440 0.020
H 1.04194 5.17169 1.47647 0.081
H -6.66556 0.68684 1.94107 0.100
H 1.73613 -1.85932 -5.31357 0.088
H 5.00648 0.52872 -4.51897 0.096
H 2.15594 6.52050 1.17269 0.083
H 4.53912 -3.03730 1.15018 0.116
H -4.64990 1.58625 3.13849 0.103
H 1.20319 7.35190 -0.75182 0.081
H -6.29396 -0.86851 0.01008 0.116
H 1.34384 -0.56832 -3.21295 0.085
H 2.21037 -3.76439 1.87216 0.113
H 3.75536 1.14049 -2.41730 0.106
H -1.67162 -2.10286 -1.04525 0.068
H 0.84934 -2.36115 3.91416 0.003
H -3.13290 -2.00754 2.84439 -0.001

=====

2.
24
Properties=species:S:1:pos:R:3:mulliken_spin:R:1 method="wB97M-V/def2-TZVPD" e_lumo_ev="-4.7 / -8.4" e_tot_ha=-388.31625 homo_ev="-13.4 / -13.4" de_lowest_kj_mol=73.9 charge=+1 homo_lumo_gap_ev="8.747 / 5.026" max_force_ev_per_a=2.5 multiplicity=2
O 1.27484 3.98183 -4.40494 0.000
O 2.44966 1.80107 2.04279 0.000
C -0.02490 -1.42532 0.08541 0.017
C -1.78684 -0.60100 -1.60195 -0.006
C -1.85575 -1.50258 1.93198 0.560
C -0.56308 -1.29400 1.43957 0.209
C 0.44265 -0.91164 2.45809 -0.006
C -1.04348 -1.78991 -1.02816 0.013
H 2.23845 4.06420 -4.24190 0.000
H 0.17603 0.02986 2.95988 0.034
H 3.28639 2.24928 1.76343 0.000
H -1.75854 -2.47651 -0.55691 -0.001
H -2.80425 -0.53516 -1.20017 0.007
H 1.47479 -0.74109 2.13906 0.001
H 0.32574 -0.41761 -0.20004 0.055
H 0.88490 -2.02942 0.10312 0.036
H -2.69370 -1.80407 1.31270 0.032
H -0.56431 -2.39653 -1.78809 0.004
H 1.00969 4.89861 -4.50104 0.000
H -2.09640 -1.37477 2.97987 0.009
H -1.93593 -0.59885 -2.67656 0.001
H 2.29199 1.21594 1.30528 0.000
H -1.31280 0.32608 -1.26655 -0.001
H 0.65388 -1.62399 3.26700 0.038

=====

3.
10
Properties=species:S:1:pos:R:3:mulliken_spin:R:1 method="wB97M-V/def2-TZVPD" e_lumo_ev="0.3 / -1.7" e_tot_ha=-719.40199 homo_ev="-8.1 / -11.1" de_lowest_kj_mol=70.0 charge=0 homo_lumo_gap_ev="8.438 / 9.310" max_force_ev_per_a=4.6 multiplicity=3
S -2.17781 -1.64842 -0.91994 0.533
O 1.07074 2.53727 0.65528 0.203
O -2.35061 -0.64335 -1.94281 0.300
N -0.97467 -1.29227 0.10612 -0.112
C 1.00313 0.07433 0.54779 0.130
C -0.27271 -0.21813 -0.06465 0.256
C 1.25796 1.46123 1.11687 0.668
H 1.22778 -0.58189 1.45340 -0.003
H -0.78701 0.36471 -0.91547 0.012
H 2.00319 -0.05347 -0.03657 0.012

=====

4.
18
Properties=species:S:1:pos:R:3:lowdin_charge:R:1 method="wB97M-V/def2-TZVPD" smiles="C=CCN/C=C/C" e_lumo_ev=1.1 e_tot_ha=-289.89062 homo_ev=-7.8 de_lowest_kj_mol=212.8 charge=0 homo_lumo_gap_ev=8.936 max_force_ev_per_a=2.6
N 0.14938 0.20205 -0.32097 -0.037
C -1.07840 2.03972 -1.52229 -0.162
C -0.21724 2.97339 -1.89569 -0.011
C -1.00572 1.05200 -0.36155 -0.242
C 0.02703 -0.94993 0.43499 -0.212
C 1.01923 -2.98565 1.58075 -0.128
C 0.90579 -1.51574 1.28822 -0.180
H 0.55395 3.43081 -1.30085 0.052
H -0.45732 3.60553 -2.73800 0.047
H 1.02303 0.67255 -0.12681 0.126
H 1.73207 -3.18809 2.38841 0.064
H 1.43430 -3.45576 0.67675 0.072
H -1.94730 1.83050 -2.17153 0.098
H -1.04722 1.71879 0.51517 0.118
H 0.12594 -3.52752 1.86960 0.064
H -0.92498 -1.54488 0.28267 0.133
H -1.92288 0.46038 -0.30605 0.111
H 1.63036 -0.81814 1.70716 0.087

=====

5.
14
Properties=species:S:1:pos:R:3:lowdin_charge:R:1 method="wB97M-V/def2-TZVPD" e_lumo_ev=-10.8 e_tot_ha=-506.86892 homo_ev=-19.7 charge=+2 homo_lumo_gap_ev=8.888 max_force_ev_per_a=4.4
Mg 0.95771 2.50048 0.96423 1.213
O 2.08181 1.21220 -1.85170 0.151
C 2.96620 2.34588 0.10671 0.013
C 3.01121 2.44974 1.49714 -0.042
C 1.47241 0.60580 1.68635 -0.044
C 1.42171 0.49520 0.29896 0.023
C 2.26556 1.58140 2.29263 -0.067
C 2.17063 1.36768 -0.49132 -0.310
H 3.55419 3.03070 -0.51850 0.179
H 2.65832 1.89023 -2.28071 0.169
H 0.80254 -0.26703 -0.19218 0.187
H 2.30217 1.66457 3.38686 0.174
H 0.88076 -0.08373 2.30287 0.177
H 3.63962 3.22208 1.95995 0.177

=====

6.
19
Properties=species:S:1:pos:R:3:lowdin_charge:R:1 method="wB97M-V/def2-TZVPD" e_lumo_ev=-3.4 e_tot_ha=-1934.72445 homo_ev=-14.4 charge=+1 homo_lumo_gap_ev=10.987 max_force_ev_per_a=6.1
Cl -0.64913 -2.18803 -0.57050 0.558
Cl -2.49010 -4.43545 -0.36263 0.568
Cl -1.80496 -2.88990 2.00925 0.536
P -0.36473 0.97008 0.68631 0.957
N 1.75973 0.21861 -1.91455 0.074
C -1.21855 -3.51373 0.45792 -1.486
C 1.54527 1.01520 0.65253 -0.320
C -1.11375 2.23718 -0.57610 -0.244
C 2.21617 0.94368 -0.84162 -0.209
H -0.37774 -4.18452 0.65214 0.030
H -2.28798 2.15596 -0.63260 0.088
H -0.59175 1.98451 -1.60784 0.076
H 1.86204 2.05965 1.13602 0.117
H 3.23332 1.54577 -1.00523 0.143
H -0.93360 -0.32877 0.30971 -0.108
H -0.76844 3.30421 -0.20668 0.082
H 1.95568 0.15999 1.36982 0.122
H 0.89048 -0.27136 -1.60226 -0.028
H -0.86195 1.21694 2.04631 0.045

=====

- Look up the charge of the sixth one.
  +1

=====

Copy entry 4 word for word.
18
Properties=species:S:1:pos:R:3:lowdin_charge:R:1 method="wB97M-V/def2-TZVPD" smiles="C=CCN/C=C/C" e_lumo_ev=1.1 e_tot_ha=-289.89062 homo_ev=-7.8 de_lowest_kj_mol=212.8 charge=0 homo_lumo_gap_ev=8.936 max_force_ev_per_a=2.6
N 0.14938 0.20205 -0.32097 -0.037
C -1.07840 2.03972 -1.52229 -0.162
C -0.21724 2.97339 -1.89569 -0.011
C -1.00572 1.05200 -0.36155 -0.242
C 0.02703 -0.94993 0.43499 -0.212
C 1.01923 -2.98565 1.58075 -0.128
C 0.90579 -1.51574 1.28822 -0.180
H 0.55395 3.43081 -1.30085 0.052
H -0.45732 3.60553 -2.73800 0.047
H 1.02303 0.67255 -0.12681 0.126
H 1.73207 -3.18809 2.38841 0.064
H 1.43430 -3.45576 0.67675 0.072
H -1.94730 1.83050 -2.17153 0.098
H -1.04722 1.71879 0.51517 0.118
H 0.12594 -3.52752 1.86960 0.064
H -0.92498 -1.54488 0.28267 0.133
H -1.92288 0.46038 -0.30605 0.111
H 1.63036 -0.81814 1.70716 0.087